Record 1
Density functional theory data (wB97M-V/def2-TZVPD) for a structure of composition C21H21BrN7O11SeZr.

Element x y z (Å)
1 Zr -0.62 0.89 0.35
2 Br 5.30 5.66 -1.04
3 C 3.97 4.43 -0.46
4 C 3.09 4.81 0.54
5 C 2.12 3.91 0.96
6 C 2.02 2.64 0.39
7 O 1.09 1.81 0.83
8 C 2.92 2.27 -0.63
9 C 2.89 0.97 -1.30
10 N 2.13 0.01 -0.99
11 C 2.16 -1.15 -1.78
12 C 1.92 -1.09 -3.13
13 C 1.84 -2.26 -3.90
14 C 1.98 -3.49 -3.32
15 C 2.24 -3.59 -1.94
16 C 2.41 -4.83 -1.29
17 C 2.67 -4.86 0.05
18 C 2.76 -3.63 0.74
19 N 2.61 -2.46 0.18
20 C 2.34 -2.42 -1.15
21 C 3.88 3.19 -1.04
22 H 3.15 5.79 0.98
23 H 1.41 4.18 1.73
24 H 3.62 0.86 -2.12
25 H 1.73 -0.12 -3.58
26 H 1.63 -2.18 -4.96
27 H 1.90 -4.40 -3.91
28 H 2.33 -5.74 -1.86
29 H 2.79 -5.79 0.59
30 H 2.97 -3.63 1.81
31 H 4.57 2.91 -1.83
32 N -2.50 -2.17 -1.09
33 N -3.31 -1.11 -1.51
34 C -3.56 0.00 -0.86
35 N -4.28 0.96 -1.47
36 N -2.97 0.20 0.38
37 N -3.75 0.57 1.38
38 O -4.96 0.50 1.19
39 O -1.10 0.82 2.55
40 H -2.63 -2.33 -0.09
41 H -1.53 -1.86 -1.19
42 H -3.62 -1.17 -2.47
43 H -3.93 1.16 -2.41
44 H -4.43 1.78 -0.91
45 C -2.32 1.65 4.69
46 O -2.21 2.51 3.55
47 C -1.65 1.96 2.49
48 O -1.65 2.60 1.41
49 H -1.34 1.35 5.05
50 H -2.89 0.76 4.43
51 H -2.85 2.23 5.45
52 C 0.63 -1.84 2.81
53 C -0.32 -2.01 1.65
54 O -1.08 -2.95 1.55
55 O -0.24 -1.06 0.75
56 H 0.66 -2.75 3.41
57 H 0.26 -1.01 3.42
58 H 1.61 -1.57 2.44
59 O -1.07 2.37 -1.22
60 Se -0.91 1.40 -2.59
61 O 0.37 1.77 -3.48
62 O -0.69 0.00 -1.67
63 O -2.30 1.30 -3.43

The net charge is -1. Its spin multiplicity is 1. Its HOMO-LUMO gap is 8.20 eV. The calculation puts the LUMO energy at 0.08885 Ha. The relative energy (zero: lowest compared OMol25 entry of this formula, charge and spin) is 0.0 kcal/mol.

---

Record 2
Density functional theory data (wB97M-V/def2-TZVPD) for an isolated molecule of C21H21ClN4O2 in a non-equilibrium geometry.

Element x y z (Å)
1 C -1.51 -0.08 6.30
2 C -0.65 0.57 5.24
3 C -0.13 1.81 5.40
4 C 0.62 2.47 4.23
5 N -0.25 2.58 3.05
6 C -0.04 1.80 1.86
7 C -0.68 2.02 0.64
8 C -0.51 0.96 -0.42
9 C -0.18 1.30 -1.76
10 C 0.17 0.32 -2.69
11 C -0.02 -1.05 -2.46
12 C 0.22 -1.86 -3.68
13 O -0.62 -1.78 -4.59
14 N 1.09 -2.96 -3.83
15 C 2.26 -3.29 -2.98
16 C 3.24 -3.78 -4.12
17 C 2.31 -4.68 -4.99
18 C 1.00 -3.85 -4.98
19 C -0.25 -1.46 -1.06
20 Cl -0.12 -3.16 -0.59
21 C -0.53 -0.44 -0.15
22 N -1.49 3.15 0.48
23 C -2.13 3.67 -0.58
24 N -3.00 4.57 -0.07
25 C -2.84 4.73 1.33
26 C -1.85 3.84 1.65
27 C -1.23 3.57 2.94
28 O -1.41 4.27 3.91
29 H -2.27 -0.65 5.88
30 H -2.01 0.61 6.93
31 H -0.98 -0.69 7.08
32 H -0.54 0.05 4.32
33 H -0.41 2.29 6.26
34 H 1.63 1.95 3.97
35 H 0.90 3.48 4.63
36 H 0.55 0.90 1.89
37 H -0.12 2.29 -2.24
38 H 0.53 0.74 -3.69
39 H 1.99 -4.02 -2.13
40 H 2.66 -2.43 -2.46
41 H 4.07 -4.29 -3.74
42 H 3.55 -2.89 -4.81
43 H 2.00 -5.60 -4.47
44 H 2.62 -4.95 -5.96
45 H 0.97 -3.25 -5.94
46 H 0.03 -4.44 -4.95
47 H -1.01 -0.76 0.77
48 H -2.07 3.26 -1.54
49 H -3.51 5.22 2.13

The net charge is 0. Its spin multiplicity is 1. Its HOMO-LUMO gap is 8.09 eV. The calculation puts the LUMO energy at -0.00667 Ha. The relative energy (zero: lowest compared OMol25 entry of this formula, charge and spin) is 87.3 kcal/mol.

---

Record 3
Density functional theory data (wB97M-V/def2-TZVPD) for a structure of composition C21H21CoN6O4 in a non-equilibrium geometry.

Element x y z (Å)
1 Co 0.01 0.36 -0.14
2 O -0.87 -1.44 -3.52
3 C -0.63 -1.11 -2.38
4 O 0.17 -0.15 -1.99
5 C -1.24 -1.87 -1.21
6 C -2.00 -3.02 -1.22
7 C -2.43 -3.53 0.01
8 C -2.09 -2.89 1.20
9 C -1.33 -1.74 1.12
10 N -0.94 -1.30 -0.06
11 C -0.82 -0.85 2.24
12 O -1.10 -1.09 3.39
13 O -0.06 0.12 1.81
14 H -2.25 -3.49 -2.16
15 H -3.03 -4.43 0.03
16 H -2.41 -3.26 2.17
17 N -8.51 5.43 3.59
18 C -7.57 5.05 3.05
19 C -6.39 4.58 2.36
20 C -5.81 3.36 2.72
21 C -4.69 2.91 2.06
22 C -4.13 3.67 1.04
23 C -4.70 4.88 0.68
24 C -5.83 5.33 1.33
25 N -2.96 3.20 0.36
26 C -2.30 3.83 -0.68
27 C -1.26 3.02 -1.02
28 N -1.27 1.91 -0.20
29 C -2.30 2.05 0.60
30 H -6.25 2.78 3.52
31 H -4.25 1.97 2.36
32 H -4.29 5.48 -0.12
33 H -6.28 6.27 1.05
34 H -2.61 4.77 -1.10
35 H -0.54 3.15 -1.80
36 H -2.57 1.34 1.37
37 N 4.44 0.63 1.70
38 C 4.17 1.44 0.46
39 C 2.68 1.34 0.14
40 N 2.20 -0.03 0.01
41 C 2.58 -0.87 1.15
42 C 4.06 -0.81 1.47
43 H 3.85 0.99 2.46
44 H 5.41 0.72 2.00
45 H 4.78 1.01 -0.34
46 H 4.49 2.47 0.64
47 H 2.48 1.90 -0.77
48 H 2.12 1.82 0.96
49 H 2.49 -0.45 -0.88
50 H 2.30 -1.90 0.95
51 H 1.99 -0.54 2.01
52 H 4.68 -1.17 0.65
53 H 4.31 -1.38 2.37

The net charge is +1. Its spin multiplicity is 2. Its HOMO-LUMO gap (alpha / beta) is 8.20 / 8.10 eV. The calculation puts the LUMO energy (alpha / beta) at -0.12113 / -0.12120 Ha. The relative energy (zero: lowest compared OMol25 entry of this formula, charge and spin) is 16.8 kcal/mol.

---

Record 4
Density functional theory data (wB97M-V/def2-TZVPD) for a structure of composition C21H21EuN5O4 in a non-equilibrium geometry.

Element x y z (Å)
1 Eu 0.23 -1.02 0.24
2 O -2.88 -1.72 1.60
3 C -2.03 -0.87 1.58
4 O -1.67 -0.15 0.52
5 C -1.19 -0.62 2.83
6 C -1.79 -0.37 4.05
7 C -0.97 -0.18 5.15
8 C 0.41 -0.27 4.99
9 C 0.92 -0.55 3.74
10 N 0.13 -0.71 2.67
11 H -2.87 -0.34 4.13
12 H -1.39 0.02 6.13
13 H 1.08 -0.15 5.83
14 H 1.98 -0.65 3.58
15 O 2.37 0.22 -0.26
16 C 2.12 1.41 -1.06
17 C 2.82 1.33 -2.39
18 C 2.49 0.05 -3.16
19 C 1.04 -0.17 -3.48
20 C 0.52 0.28 -4.67
21 C -0.77 -0.10 -5.04
22 C -1.47 -0.97 -4.24
23 C -0.87 -1.39 -3.06
24 N 0.32 -0.93 -2.62
25 H 3.31 0.14 -0.06
26 H 2.40 2.29 -0.49
27 H 1.04 1.44 -1.20
28 H 3.90 1.42 -2.26
29 H 2.51 2.21 -2.97
30 H 2.85 -0.81 -2.59
31 H 3.05 0.05 -4.09
32 H 1.13 0.89 -5.33
33 H -1.20 0.25 -5.97
34 H -2.44 -1.35 -4.52
35 H -2.23 -2.90 -2.71
36 C -1.36 3.11 1.03
37 C -0.09 2.56 1.61
38 C 0.52 3.26 2.78
39 O 0.43 1.56 1.14
40 H -2.01 3.50 1.81
41 H -1.86 2.35 0.44
42 H -1.09 3.96 0.39
43 H 0.65 4.32 2.56
44 H 1.48 2.81 3.05
45 H -0.16 3.20 3.63
46 N -1.48 -2.38 -2.29
47 C -0.96 -2.71 -1.09
48 C -1.32 -3.81 -0.38
49 C -2.26 -4.81 -0.76
50 N -3.02 -5.55 -1.20
51 C -0.54 -3.76 0.82
52 N 0.24 -3.39 1.60

The net charge is +1. Its spin multiplicity is 7. Its HOMO-LUMO gap (alpha / beta) is 6.81 / 8.24 eV. The calculation puts the LUMO energy (alpha / beta) at -0.15552 / -0.10274 Ha. The relative energy (zero: lowest compared OMol25 entry of this formula, charge and spin) is 27.7 kcal/mol.

---

Record 5
Density functional theory data (wB97M-V/def2-TZVPD) for an isolated molecule of C21H21F2NO2 in a non-equilibrium geometry.

Element x y z (Å)
1 O -0.91 -2.68 3.91
2 C 0.01 -1.85 3.84
3 N 1.07 -1.92 2.87
4 C 1.00 -2.68 1.67
5 C 2.46 -2.99 1.31
6 C 3.23 -2.09 2.31
7 C 2.21 -1.06 2.81
8 C 1.74 0.13 2.02
9 C 1.45 -0.28 0.58
10 O 0.69 0.81 0.12
11 C 0.07 0.85 -1.16
12 C -0.27 2.26 -1.76
13 C -0.28 3.38 -0.87
14 C -0.63 4.62 -1.37
15 C -0.93 4.77 -2.71
16 F -1.20 6.05 -3.15
17 C -0.90 3.74 -3.62
18 C -0.59 2.44 -3.14
19 C -1.19 0.10 -1.30
20 C -2.14 0.37 -0.37
21 C -3.46 -0.13 -0.58
22 C -3.65 -1.18 -1.50
23 F -4.73 -1.98 -1.75
24 C -2.58 -1.50 -2.40
25 C -1.39 -0.79 -2.39
26 C 0.57 -1.59 0.62
27 H 0.07 -1.07 4.67
28 H 0.36 -3.54 1.66
29 H 2.64 -3.98 1.66
30 H 2.81 -3.01 0.28
31 H 3.58 -2.57 3.21
32 H 4.08 -1.60 1.85
33 H 2.53 -0.69 3.84
34 H 2.38 0.96 2.11
35 H 0.79 0.54 2.46
36 H 2.35 -0.34 0.07
37 H 0.79 0.26 -1.78
38 H 0.02 3.08 0.16
39 H -0.58 5.45 -0.60
40 H -1.12 4.04 -4.61
41 H -0.49 1.57 -3.77
42 H -2.14 1.02 0.52
43 H -4.39 0.13 -0.12
44 H -2.76 -2.40 -3.00
45 H -0.58 -1.08 -3.03
46 H 0.47 -2.21 -0.30
47 H -0.45 -1.35 0.75

The net charge is 0. Its spin multiplicity is 1. Its HOMO-LUMO gap is 9.33 eV. The calculation puts the LUMO energy at 0.02251 Ha. The relative energy (zero: lowest compared OMol25 entry of this formula, charge and spin) is 16.5 kcal/mol.

---

Record 6
Density functional theory data (wB97M-V/def2-TZVPD) for a cluster of 7 separate species, C21H21F7O21 in total in a non-equilibrium geometry.

Element x y z (Å)
1 C -4.37 -3.38 -2.99
2 C -3.39 -2.55 -2.17
3 O -2.86 -3.45 -1.26
4 C -3.57 -4.60 -1.13
5 O -3.43 -5.42 -0.24
6 O -4.47 -4.46 -2.08
7 F -4.13 -1.61 -1.54
8 H -4.03 -3.57 -4.01
9 H -5.40 -3.09 -3.16
10 H -2.67 -1.97 -2.75
11 C -3.50 -3.19 3.00
12 C -2.01 -3.55 2.59
13 O -1.28 -3.34 3.82
14 C -2.00 -2.92 4.78
15 O -1.44 -2.68 5.87
16 O -3.28 -2.82 4.41
17 F -1.49 -2.71 1.65
18 H -4.13 -4.08 3.04
19 H -3.83 -2.40 2.32
20 H -2.04 -4.57 2.21
21 C 1.61 3.86 -1.01
22 C 1.42 5.28 -0.86
23 O 1.55 5.80 -2.19
24 C 1.51 4.76 -3.05
25 O 1.41 4.94 -4.27
26 O 1.39 3.66 -2.43
27 F 2.33 5.89 0.04
28 H 1.00 3.27 -0.32
29 H 2.68 3.67 -0.86
30 H 0.40 5.56 -0.60
31 C 6.03 0.39 1.76
32 C 5.04 0.01 0.55
33 O 3.77 0.43 1.04
34 C 3.86 0.93 2.18
35 O 2.93 1.33 2.83
36 O 5.16 1.17 2.58
37 F 4.89 -1.27 0.29
38 H 6.89 0.90 1.31
39 H 6.41 -0.51 2.26
40 H 5.35 0.70 -0.24
41 C 4.84 0.18 -3.23
42 C 3.45 0.65 -3.73
43 O 3.82 1.93 -4.18
44 C 4.72 2.39 -3.47
45 O 4.97 3.65 -3.36
46 O 5.38 1.45 -2.87
47 F 2.54 0.78 -2.63
48 H 5.41 -0.09 -4.12
49 H 4.92 -0.59 -2.47
50 H 2.96 -0.06 -4.39
51 C -0.43 0.13 -0.59
52 C 0.88 -0.47 -0.17
53 O 1.24 -1.29 -1.17
54 C 0.27 -1.44 -2.05
55 O 0.18 -2.31 -2.95
56 O -0.79 -0.67 -1.65
57 F 0.85 -1.06 1.10
58 H -0.28 1.17 -0.86
59 H -1.19 0.28 0.18
60 H 1.68 0.27 -0.18
61 C -5.17 0.12 3.06
62 C -5.50 1.63 3.56
63 O -4.36 2.23 3.11
64 C -3.36 1.46 2.60
65 O -2.35 1.95 2.15
66 O -3.75 0.15 2.76
67 F -5.52 1.80 4.93
68 H -5.80 0.04 2.17
69 H -5.42 -0.64 3.80
70 H -6.51 1.95 3.32

The net charge is +1. Its spin multiplicity is 2. Its HOMO-LUMO gap (alpha / beta) is 8.07 / 1.82 eV. The calculation puts the LUMO energy (alpha / beta) at -0.14765 / -0.37736 Ha. The relative energy (zero: lowest compared OMol25 entry of this formula, charge and spin) is 25.2 kcal/mol.

---

Record 7
Density functional theory data (wB97M-V/def2-TZVPD) for a cluster of 2 separate species, C21H21FN2O4 in total in a non-equilibrium geometry.

Element x y z (Å)
1 O -1.96 -0.92 -1.20
2 C -1.22 -0.30 -1.95
3 C -1.24 -0.60 -3.36
4 C -0.45 0.14 -4.24
5 C -0.42 -0.14 -5.70
6 C 0.35 0.69 -6.54
7 C 0.41 0.46 -7.92
8 C -0.30 -0.59 -8.49
9 F -0.24 -0.80 -9.83
10 C -1.07 -1.42 -7.68
11 C -1.13 -1.20 -6.30
12 O 0.34 1.17 -3.78
13 C 0.42 1.45 -2.44
14 C 1.27 2.47 -2.02
15 C 1.41 2.79 -0.67
16 C 0.67 2.08 0.29
17 C -0.20 1.06 -0.12
18 C -0.33 0.75 -1.48
19 H -1.89 -1.40 -3.67
20 H 0.92 1.52 -6.13
21 H 1.01 1.11 -8.55
22 H -1.62 -2.24 -8.13
23 H -1.74 -1.88 -5.71
24 H 1.84 3.02 -2.77
25 H 2.08 3.58 -0.36
26 H 0.78 2.32 1.34
27 H -0.77 0.50 0.61
28 C -0.52 -0.59 7.94
29 N -0.16 -0.09 6.61
30 C -0.54 -0.69 5.47
31 O -1.23 -1.71 5.46
32 C -0.09 -0.04 4.15
33 C -1.12 1.00 3.68
34 N 0.12 -1.00 3.06
35 C 1.12 -1.88 2.95
36 C 2.22 -1.92 3.99
37 O 1.17 -2.64 2.00
38 H 0.00 -0.02 8.71
39 H -1.60 -0.49 8.08
40 H -0.26 -1.64 8.03
41 H 0.38 0.75 6.54
42 H 0.85 0.49 4.33
43 H -0.77 1.51 2.79
44 H -1.27 1.75 4.46
45 H -2.07 0.51 3.46
46 H -0.61 -1.11 2.38
47 H 2.67 -0.93 4.09
48 H 2.98 -2.63 3.67
49 H 1.80 -2.25 4.94

The net charge is 0. Its spin multiplicity is 1. Its HOMO-LUMO gap is 8.51 eV. The calculation puts the LUMO energy at -0.01154 Ha. The relative energy (zero: lowest compared OMol25 entry of this formula, charge and spin) is 33.5 kcal/mol.

---

Record 8
Density functional theory data (wB97M-V/def2-TZVPD) for a structure of composition C21H21GeReS2SbSe4.

Element x y z (Å)
1 Re -0.30 0.58 0.55
2 C 4.06 0.22 1.85
3 C 2.56 0.17 1.78
4 S 1.88 -0.01 0.22
5 C 1.75 0.17 2.90
6 C 2.29 0.25 4.30
7 S 0.06 0.02 2.73
8 H 4.51 0.18 0.85
9 H 4.45 -0.63 2.42
10 H 4.40 1.14 2.34
11 H 3.37 0.24 4.32
12 H 1.91 -0.58 4.90
13 H 1.95 1.18 4.78
14 Se -3.25 3.18 2.41
15 Sb -2.97 2.84 0.15
16 Se -2.28 -0.26 -0.04
17 Se -0.18 2.73 -0.17
18 Se -3.63 2.98 -2.05
19 C -1.08 -3.34 1.56
20 Ge 0.01 -2.89 0.06
21 C 1.83 -3.34 0.24
22 C 2.71 -3.17 -0.84
23 C 4.00 -3.64 -0.74
24 C 4.42 -4.29 0.42
25 C 3.55 -4.47 1.49
26 C 2.26 -3.98 1.41
27 C -0.69 -3.13 -1.70
28 C -1.02 -2.13 -2.58
29 C -1.58 -2.43 -3.84
30 C -1.78 -3.72 -4.20
31 C -1.41 -4.79 -3.34
32 C -1.60 -6.14 -3.74
33 C -1.23 -7.16 -2.92
34 C -0.66 -6.89 -1.66
35 C -0.47 -5.60 -1.25
36 C -0.85 -4.51 -2.07
37 H -1.19 -4.42 1.52
38 H -2.07 -2.89 1.48
39 H -0.63 -3.05 2.51
40 H 2.38 -2.68 -1.75
41 H 4.69 -3.52 -1.57
42 H 5.44 -4.67 0.48
43 H 3.88 -4.99 2.37
44 H 1.58 -4.13 2.24
45 H -0.84 -1.09 -2.33
46 H -1.83 -1.62 -4.52
47 H -2.21 -3.96 -5.17
48 H -2.04 -6.34 -4.71
49 H -1.37 -8.19 -3.24
50 H -0.36 -7.71 -1.02
51 H -0.01 -5.44 -0.28

The net charge is +2. Its spin multiplicity is 2. Its HOMO-LUMO gap (alpha / beta) is 4.74 / 4.28 eV. The calculation puts the LUMO energy (alpha / beta) at -0.31619 / -0.33314 Ha. The relative energy (zero: lowest compared OMol25 entry of this formula, charge and spin) is 8.8 kcal/mol.

---

Record 9
Density functional theory data (wB97M-V/def2-TZVPD) for a structure of composition C21H21IrN4O2.

Element x y z (Å)
1 Ir 0.81 0.71 -0.83
2 O 0.45 1.55 3.17
3 C 0.60 1.62 1.99
4 N 1.24 0.68 1.17
5 C 2.15 -0.27 1.62
6 O 2.24 -0.73 2.72
7 C 3.06 -0.71 0.49
8 C 4.21 -1.43 0.73
9 C 5.01 -1.78 -0.35
10 C 4.63 -1.41 -1.63
11 C 3.46 -0.69 -1.80
12 N 2.70 -0.34 -0.75
13 C 0.12 2.80 1.18
14 C -0.44 3.90 1.78
15 C -0.81 4.98 0.99
16 C -0.62 4.91 -0.38
17 C -0.06 3.76 -0.93
18 N 0.30 2.73 -0.15
19 H 4.45 -1.70 1.75
20 H 5.93 -2.33 -0.19
21 H 5.22 -1.67 -2.49
22 H 3.12 -0.38 -2.78
23 H -0.55 3.90 2.86
24 H -1.25 5.86 1.44
25 H -0.89 5.73 -1.03
26 H 0.11 3.67 -1.99
27 C -2.49 -3.50 0.34
28 N -1.21 -2.84 0.77
29 C -0.12 -3.09 -0.22
30 C -1.39 -1.36 1.09
31 C -1.93 -0.55 -0.05
32 C -3.30 -0.32 -0.09
33 C -3.88 0.42 -1.12
34 C -3.10 0.91 -2.15
35 C -1.72 0.69 -2.13
36 C -1.12 0.01 -1.07
37 H -2.29 -4.56 0.18
38 H -2.82 -3.04 -0.59
39 H -3.23 -3.37 1.12
40 H -0.93 -3.27 1.65
41 H -0.43 -2.70 -1.18
42 H 0.04 -4.17 -0.28
43 H 0.78 -2.60 0.12
44 H -0.42 -1.01 1.44
45 H -2.08 -1.34 1.94
46 H -3.93 -0.71 0.70
47 H -4.95 0.59 -1.11
48 H -3.55 1.45 -2.97
49 H -1.13 1.04 -2.97

The net charge is +2. Its spin multiplicity is 5. Its HOMO-LUMO gap (alpha / beta) is 8.11 / 7.05 eV. The calculation puts the LUMO energy (alpha / beta) at -0.23122 / -0.31141 Ha.